# 1
One molecule with the formula C5H8O, computed with wB97M-V/def2-TZVPD.

Computed properties:
DFT total energy = -7360.03411 eV
SMILES string = C1CC1[C@H]1CO1
relative energy (zero: lowest compared OMol25 entry of this formula, charge and spin) = 2.221 eV
Kohn-Sham gap = 11.16 eV

Element x y z (Å)
C -1.7244 -0.2247 -0.3367
C -1.1021 1.1173 -0.0824
C -0.4825 -0.1223 0.5017
C 0.8297 -0.6198 -0.0228
C 2.0965 -0.1680 0.5550
O 1.5742 -1.4556 0.8511
H -1.6217 -0.6467 -1.3342
H -2.6605 -0.4661 0.1578
H -1.6047 1.7980 0.5986
H -0.5857 1.6096 -0.9032
H -0.5918 -0.2715 1.5738
H 0.8296 -0.9532 -1.0648
H 3.0054 -0.1619 -0.0457
H 2.0751 0.5500 1.3750

# 2
C19H23N5O3 as an isolated structure at a distorted geometry, computed with wB97M-V/def2-TZVPD.

Computed properties:
DFT total energy = -33668.25963 eV
relative energy (zero: lowest compared OMol25 entry of this formula, charge and spin) = 2.956 eV
Kohn-Sham gap = 9.04 eV

Element x y z (Å)
O 0.7678 -0.6508 -0.9479
N 2.9250 0.5314 1.6821
N 5.0460 1.0930 0.8310
O 5.9478 3.0609 -3.8870
O -1.3252 -1.2582 3.5373
C 1.1466 -0.3317 0.1812
C 4.1885 0.9202 1.8354
C 2.5081 0.2764 0.4323
C 4.6117 0.8762 -0.3950
C 3.3851 0.4251 -0.6679
C -4.9968 1.0352 -1.3022
C -4.7454 -0.2049 -2.0308
C -4.8352 1.0686 0.0670
C -4.2346 -1.2800 -1.3019
C -4.3983 -0.0429 0.7896
C -4.0580 -1.2465 0.0746
N 5.5936 1.0405 -1.3097
N 0.2715 -0.5591 1.2627
N -3.8887 -1.2131 2.9295
C -4.1173 0.1003 2.2838
C 6.5087 1.7680 -3.6405
C 4.7797 2.7244 -3.1154
C 5.3250 1.3154 -2.7433
C -3.6707 -2.5231 0.8118
C -1.1027 -1.0421 1.1224
C -3.1050 -2.2673 2.2273
C -1.5809 -1.9152 2.2947
H -2.1929 -0.8722 3.7719
H 4.5300 1.2505 2.7763
H 3.0318 0.1481 -1.6558
H -5.2687 1.9274 -1.8298
H -4.8056 -0.3307 -3.1060
H -5.0964 1.9656 0.6362
H -4.0330 -2.2123 -1.7819
H 6.4779 1.3800 -0.9241
H 0.6292 -0.2477 2.1535
H -4.7753 -1.6323 3.2287
H -4.9343 0.6170 2.7851
H -3.2039 0.7411 2.4751
H 6.6189 1.1739 -4.5411
H 7.4390 1.8487 -3.1348
H 4.6034 3.3699 -2.2620
H 3.8647 2.7043 -3.7217
H 4.7058 0.5177 -3.1801
H -2.8949 -3.0096 0.2450
H -4.5533 -3.1967 0.8389
H -1.1648 -1.6168 0.2023
H -1.7634 -0.1762 0.9672
H -3.2024 -3.1961 2.7904
H -0.9581 -2.8543 2.2453

# 3
An isolated ion of composition C8H17N4O and charge +1 at a distorted geometry, computed with wB97M-V/def2-TZVPD.

Computed properties:
DFT total energy = -16571.46827 eV
SMILES string = N[C@H]1C2CCN(CC2)C(=[NH2+])[C@@]1(N)O
relative energy (zero: lowest compared OMol25 entry of this formula, charge and spin) = 2.210 eV
net charge = +1
Kohn-Sham gap = 9.09 eV

Element x y z (Å)
N -1.1345 -2.2025 -0.7204
C -0.5342 -1.4288 0.2523
C 0.8824 -1.2954 -0.2149
C 1.7376 -0.7859 0.9559
C 1.2456 0.4808 1.4031
N 0.8699 1.4535 0.2439
C 1.6926 1.0889 -0.9548
C 1.0909 -0.2969 -1.4327
C -0.4629 1.4434 -0.0755
N -1.0897 2.3160 -0.8376
C -1.3215 0.1151 0.3935
N -1.7103 0.4208 1.7286
O -2.3652 0.0830 -0.6260
H -0.8579 -1.9976 -1.7110
H -2.1552 -2.3032 -0.5749
H -0.5126 -1.8262 1.2738
H 1.2153 -2.2692 -0.6020
H 2.8233 -0.6708 0.7779
H 1.6980 -1.6733 1.6182
H 0.3833 0.5157 2.0186
H 2.0090 1.0093 1.9951
H 2.8032 1.0398 -0.6148
H 1.7508 1.7145 -1.8379
H 0.0805 -0.0878 -1.8611
H 1.8381 -0.7347 -2.2408
H -1.9931 2.0590 -1.0441
H -0.6064 3.0262 -1.3665
H -2.0285 1.2814 2.1022
H -2.1490 -0.4178 2.0767
H -3.1997 -0.0574 -0.1248

# 4
A 3-piece molecular cluster, C23H42ClF3NO8S overall at a distorted geometry, computed with wB97M-V/def2-TZVPD.

Computed properties:
DFT total energy = -73902.02296 eV
net charge = +1
Kohn-Sham gap = 6.00 eV

Element x y z (Å)
C 1.9553 0.3510 -2.0020
C 1.6184 0.3302 -3.4957
C 0.1394 0.1588 -3.6958
C -0.4061 -1.1404 -3.6293
C -1.7432 -1.3716 -3.8076
C -2.5958 -0.3108 -4.0687
C -4.0656 -0.4989 -4.2948
C -4.9475 0.6290 -3.7531
C -5.0868 0.5548 -2.2378
Cl -6.5542 0.4317 -4.5262
N -2.0614 0.9096 -4.1071
C -0.7415 1.1686 -3.9223
S -0.2289 2.8795 -4.0448
O 0.9206 3.1108 -3.2403
O -0.2232 3.2222 -5.4282
C -1.6016 3.8689 -3.2433
F -2.8188 3.4902 -3.6924
F -1.3742 5.1197 -3.5959
F -1.5524 3.7376 -1.9286
H 3.0172 0.5073 -1.8368
H 1.6628 -0.5943 -1.5417
H 1.3792 1.1342 -1.5110
H 2.0200 1.1899 -4.0253
H 2.0854 -0.5436 -3.9564
H 0.2719 -1.9594 -3.4242
H -2.1448 -2.3726 -3.7546
H -4.3431 -1.4207 -3.7851
H -4.2530 -0.6653 -5.3580
H -4.6252 1.6241 -4.0568
H -4.2653 1.0745 -1.7430
H -5.1145 -0.4833 -1.9131
H -6.0174 1.0288 -1.9362
H -2.6926 1.6770 -4.3035
C -5.5080 -1.9591 4.1418
O -4.3779 -2.2504 3.3471
C -4.7316 -2.7397 2.0701
C -3.5540 -2.6477 1.1280
O -3.3445 -1.3440 0.5911
C -2.7546 -0.3918 1.4680
C -1.2685 -0.5805 1.6769
O -1.0261 -1.6007 2.6202
C 0.3110 -2.0490 2.5992
H -6.1280 -2.8493 4.2936
H -5.1480 -1.6111 5.1069
H -6.1177 -1.1712 3.6847
H -5.5719 -2.1638 1.6607
H -5.0360 -3.7921 2.1568
H -3.7709 -3.2795 0.2636
H -2.6480 -3.0262 1.6044
H -3.2766 -0.3642 2.4256
H -2.8993 0.5745 0.9775
H -0.8385 0.3627 2.0457
H -0.7938 -0.8326 0.7165
H 0.5662 -2.4835 1.6246
H 0.4120 -2.8157 3.3631
H 1.0087 -1.2340 2.8224
C 2.2498 1.4463 1.6378
O 3.5946 1.0410 1.6637
C 4.4817 2.1006 1.3389
C 5.8914 1.7733 1.7749
O 6.1274 1.9895 3.1534
C 5.6319 1.0083 4.0520
C 6.4601 -0.2544 4.0968
O 6.1430 -1.1004 3.0038
C 7.1216 -2.0966 2.8084
H 1.9711 1.8175 0.6426
H 1.6383 0.5779 1.8791
H 2.0540 2.2315 2.3771
H 4.1579 3.0270 1.8281
H 4.4690 2.2537 0.2494
H 6.5612 2.4652 1.2602
H 6.1604 0.7569 1.4778
H 4.5851 0.7733 3.8469
H 5.6868 1.4755 5.0367
H 6.2499 -0.7879 5.0341
H 7.5241 0.0105 4.0730
H 8.0944 -1.6527 2.5680
H 6.8004 -2.7141 1.9720
H 7.2284 -2.7304 3.6959

# 5
C9H25Br2O9P2Pb as an isolated structure at a distorted geometry, computed with wB97M-V/def2-TZVPD.

Computed properties:
multiplicity = 2
DFT total energy = -192076.29086 eV
relative energy (zero: lowest compared OMol25 entry of this formula, charge and spin) = 0.366 eV
Kohn-Sham gap (alpha / beta) = 6.29 / 7.31 eV

Element x y z (Å)
Pb 0.6168 -4.8268 2.3768
C 1.3982 -1.3421 0.8039
O 1.0554 -2.4522 1.5453
H 0.9431 -1.2687 -0.1838
H 0.9387 -0.3892 1.0669
H 2.4635 -1.1114 0.7957
Br -1.7097 0.6294 -1.4087
C -1.7707 2.3979 -0.5591
C -0.5309 2.5891 0.3511
Br -0.5617 4.1382 1.7038
H -2.6346 2.5070 0.0965
H -1.9397 3.1382 -1.3411
H 0.3328 2.7987 -0.2799
H -0.3384 1.7211 0.9816
C 3.5652 3.0600 0.1024
O 2.9750 2.1542 -0.8647
P 2.5712 2.6227 -2.3701
O 1.5263 3.6957 -2.4783
O 4.0051 3.1743 -2.9968
C 4.6303 4.5368 -2.9084
O 2.2629 1.1810 -3.1859
C 1.5145 0.1442 -2.5733
H 4.0979 2.5735 0.9195
H 2.7750 3.6757 0.5321
H 4.3358 3.6539 -0.3892
H 5.5394 4.6039 -2.3109
H 4.0374 5.2299 -2.3116
H 5.0121 5.0709 -3.7785
H 1.0590 0.4980 -1.6484
H 2.1863 -0.7114 -2.5044
H 0.7148 -0.1451 -3.2552
C -2.5122 -1.2798 2.6252
O -3.1427 -2.0633 1.6421
P -2.8138 -3.6857 1.5595
O -1.8414 -4.3521 2.4578
O -4.3055 -4.3414 1.6012
C -5.2677 -3.9874 2.5516
O -2.5962 -3.8992 -0.0397
C -1.3921 -3.7845 -0.7418
H -1.9279 -1.8578 3.3411
H -3.2029 -0.7048 3.2421
H -1.8027 -0.6011 2.1520
H -6.1652 -3.7574 1.9775
H -5.1716 -3.1106 3.1919
H -5.4260 -4.8836 3.1514
H -1.1163 -4.8319 -0.8636
H -0.7243 -3.1745 -0.1334
H -1.6622 -3.2326 -1.6421

# 6
C2H6ClN as an isolated structure at a distorted geometry, computed with wB97M-V/def2-TZVPD.

Computed properties:
DFT total energy = -16179.93841 eV
relative energy (zero: lowest compared OMol25 entry of this formula, charge and spin) = 4.092 eV
Kohn-Sham gap = 9.69 eV

Element x y z (Å)
C 0.5446 0.4921 0.5255
C -0.3758 -0.8320 0.6298
H 0.8940 1.6102 -1.6483
H -0.7083 0.2728 -1.5572
H 0.2869 1.1402 1.4725
H 1.4880 0.2314 0.4060
H -0.3030 -1.6750 1.2317
H -1.4160 -0.5796 0.7985
N -0.0474 1.0387 -0.8285
Cl -0.3629 -1.6988 -1.0299

# 7
A 11-piece molecular cluster, C35H61BN12O3S2 overall at a distorted geometry, computed with wB97M-V/def2-TZVPD.

Computed properties:
DFT total energy = -83651.67583 eV
SMILES string = CCB(CCCSC(=S)N1CCOCC1)OCCNC[C@@H](C)O.CC#N.CC#N.CC#N.CC#N.CC#N.CC#N.CC#N.CC#N.CC#N.CC#N
Kohn-Sham gap = 8.20 eV

Element x y z (Å)
C 1.5630 0.3187 3.2784
C 2.7381 1.2140 2.7983
B 2.5197 1.7951 1.3339
C 3.7080 1.8081 0.2873
C 4.2983 0.3883 0.1812
C 5.0606 0.1414 -1.1130
S 5.8834 -1.4937 -1.0648
C 4.5043 -2.5974 -1.3745
S 3.5901 -2.4132 -2.7108
N 4.3841 -3.5702 -0.3875
C 3.7288 -3.0931 0.8437
C 2.2824 -2.7213 0.5415
O 1.5914 -3.7388 -0.1651
C 2.3028 -4.9525 -0.2440
C 3.7310 -4.8192 -0.8098
O 1.2669 2.2928 1.0825
C 0.7527 2.1716 -0.2499
C -0.7310 1.8737 -0.2350
N -1.0098 0.4244 -0.1752
C -2.4646 0.2728 -0.1913
C -2.9814 -1.1728 -0.0742
C -1.9290 -2.2715 -0.1512
O -3.7092 -1.2881 1.1669
H 0.6178 0.5941 2.8127
H 1.4860 0.3942 4.3668
H 1.7775 -0.7371 3.0849
H 3.6515 0.6168 2.8588
H 2.8677 2.0343 3.5146
H 4.4392 2.5252 0.6788
H 3.4066 2.1999 -0.6904
H 3.4651 -0.3215 0.2024
H 4.9658 0.2181 1.0274
H 4.3793 0.0778 -1.9663
H 5.8236 0.8951 -1.3006
H 4.2981 -2.2441 1.2293
H 3.7792 -3.8671 1.6127
H 1.7778 -2.4670 1.4856
H 2.2296 -1.8168 -0.0738
H 2.3873 -5.4093 0.7522
H 1.7232 -5.6523 -0.8426
H 4.2928 -5.6485 -0.3592
H 3.7848 -4.9674 -1.8850
H 1.2356 1.3759 -0.8261
H 0.9301 3.1008 -0.8023
H -1.1428 2.2356 -1.1832
H -1.2619 2.3833 0.5825
H -0.6494 0.1283 0.7290
H -2.8748 0.7151 -1.1035
H -2.8824 0.8710 0.6356
H -3.7062 -1.3343 -0.8818
H -2.4609 -3.2214 -0.2576
H -1.2690 -2.1737 -1.0108
H -1.3603 -2.3440 0.7806
H -3.7145 -2.2251 1.3843
C -6.4171 2.1188 0.1316
C -5.7521 2.0541 -1.1643
N -5.1908 1.9987 -2.1719
H -7.4879 1.9747 0.0119
H -6.0304 1.3436 0.7825
H -6.2216 3.0963 0.5750
C -1.0484 -7.4494 -1.9963
C -1.6455 -6.3638 -1.2246
N -2.1176 -5.4904 -0.6422
H -1.6756 -8.3362 -1.9336
H -0.9644 -7.1551 -3.0403
H -0.0594 -7.6852 -1.6084
C 7.4904 3.9792 -2.6311
C 7.0991 3.4603 -1.3242
N 6.7977 3.0465 -0.2937
H 7.4062 3.1936 -3.3799
H 6.8409 4.8072 -2.9083
H 8.5219 4.3272 -2.5933
C -6.9228 -2.5174 2.9713
C -7.1739 -1.1954 2.4089
N -7.3721 -0.1566 1.9600
H -7.8653 -2.9853 3.2486
H -6.4174 -3.1380 2.2340
H -6.2936 -2.4270 3.8544
C -6.8739 6.8916 0.4469
C -5.9782 5.8743 0.9915
N -5.2765 5.0695 1.4212
H -7.7345 6.4172 -0.0165
H -7.2140 7.5412 1.2412
H -6.3408 7.4786 -0.2998
C -1.7855 5.5842 0.7455
C -1.0661 5.5329 -0.5249
N -0.4976 5.4705 -1.5228
H -2.8513 5.4359 0.5776
H -1.4187 4.7988 1.4039
H -1.6269 6.5509 1.2195
C -9.4555 11.0387 1.1166
C -9.3863 9.5808 1.1357
N -9.3318 8.4320 1.1504
H -9.9721 11.3698 0.2181
H -9.9974 11.3918 1.9915
H -8.4506 11.4559 1.1258
C 2.1316 -8.4667 3.0515
C 2.1939 -8.3371 1.5992
N 2.2407 -8.2349 0.4555
H 2.9626 -9.0749 3.4026
H 2.1891 -7.4819 3.5111
H 1.1949 -8.9403 3.3380
C -2.2857 -5.2947 -5.4803
C -2.2328 -6.7538 -5.5367
N -2.1894 -7.9059 -5.5724
H -2.7603 -4.9094 -6.3802
H -2.8591 -4.9795 -4.6104
H -1.2775 -4.8912 -5.4072
C 10.8669 1.9766 -0.2614
C 10.9564 3.1992 -1.0544
N 11.0185 4.1654 -1.6808
H 11.3107 2.1413 0.7181
H 9.8220 1.6964 -0.1374
H 11.3981 1.1715 -0.7650

Copy entry 5 word for word.
C9H25Br2O9P2Pb as an isolated structure at a distorted geometry, computed with wB97M-V/def2-TZVPD.

Computed properties:
multiplicity = 2
DFT total energy = -192076.29086 eV
relative energy (zero: lowest compared OMol25 entry of this formula, charge and spin) = 0.366 eV
Kohn-Sham gap (alpha / beta) = 6.29 / 7.31 eV

Element x y z (Å)
Pb 0.6168 -4.8268 2.3768
C 1.3982 -1.3421 0.8039
O 1.0554 -2.4522 1.5453
H 0.9431 -1.2687 -0.1838
H 0.9387 -0.3892 1.0669
H 2.4635 -1.1114 0.7957
Br -1.7097 0.6294 -1.4087
C -1.7707 2.3979 -0.5591
C -0.5309 2.5891 0.3511
Br -0.5617 4.1382 1.7038
H -2.6346 2.5070 0.0965
H -1.9397 3.1382 -1.3411
H 0.3328 2.7987 -0.2799
H -0.3384 1.7211 0.9816
C 3.5652 3.0600 0.1024
O 2.9750 2.1542 -0.8647
P 2.5712 2.6227 -2.3701
O 1.5263 3.6957 -2.4783
O 4.0051 3.1743 -2.9968
C 4.6303 4.5368 -2.9084
O 2.2629 1.1810 -3.1859
C 1.5145 0.1442 -2.5733
H 4.0979 2.5735 0.9195
H 2.7750 3.6757 0.5321
H 4.3358 3.6539 -0.3892
H 5.5394 4.6039 -2.3109
H 4.0374 5.2299 -2.3116
H 5.0121 5.0709 -3.7785
H 1.0590 0.4980 -1.6484
H 2.1863 -0.7114 -2.5044
H 0.7148 -0.1451 -3.2552
C -2.5122 -1.2798 2.6252
O -3.1427 -2.0633 1.6421
P -2.8138 -3.6857 1.5595
O -1.8414 -4.3521 2.4578
O -4.3055 -4.3414 1.6012
C -5.2677 -3.9874 2.5516
O -2.5962 -3.8992 -0.0397
C -1.3921 -3.7845 -0.7418
H -1.9279 -1.8578 3.3411
H -3.2029 -0.7048 3.2421
H -1.8027 -0.6011 2.1520
H -6.1652 -3.7574 1.9775
H -5.1716 -3.1106 3.1919
H -5.4260 -4.8836 3.1514
H -1.1163 -4.8319 -0.8636
H -0.7243 -3.1745 -0.1334
H -1.6622 -3.2326 -1.6421